Formula: C9H13N4S
Source: the OMol25 dataset
Level of theory: ωB97M-V with the def2-TZVPD basis set

ORCA input file:
```
! RIJCOSX wB97M-V def2-TZVPD def2/J DEFGRID3
* xyz 1 1
S -0.83 2.34 2.46
N -1.24 -2.08 -1.34
N -0.48 -0.16 -1.65
N -2.21 -1.41 -1.93
N 1.88 -0.41 -0.21
C 1.08 -1.60 -0.36
C 0.56 0.31 3.04
C -1.73 -0.22 -2.18
C -0.48 1.06 3.52
C 0.45 1.89 1.35
C 2.22 0.13 1.05
C -2.29 1.03 -2.82
C -0.15 -1.27 -1.09
C 1.04 0.75 1.77
H 0.73 -1.84 0.67
H 2.96 0.90 0.97
H -1.80 1.96 -2.58
H -1.61 -3.01 -1.12
H 0.75 -0.64 3.48
H -1.08 0.96 4.35
H -2.40 0.83 -3.86
H -3.28 0.98 -2.52
H 0.12 0.60 -1.73
H 2.60 -0.57 -0.83
H 0.74 2.48 0.47
H 2.77 -0.56 1.75
H 1.67 -2.44 -0.66
*
```

Calculated values
Frontier orbital gap   8.98 eV
Energy relative to the best compared isomer or geometry (same formula, charge and spin)   7.4 kJ/mol
E_tot   -26331.968 eV